A | Entry from the Open Molecules 2025 dataset: one molecule with the formula C5H8O2 (ωB97M-V with the def2-TZVPD basis set).

Atoms and positions in Å:
C (0.93, 0.25, -1.60)
C (0.54, -0.77, -0.57)
O (0.59, -2.02, -1.13)
C (0.22, -0.62, 0.73)
C (-0.23, 0.60, 1.48)
C (-1.50, 1.09, 0.82)
O (-2.58, 1.08, 1.34)
H (1.92, -0.05, -1.98)
H (0.24, 0.22, -2.44)
H (1.00, 1.26, -1.21)
H (0.11, -2.62, -0.54)
H (0.12, -1.55, 1.29)
H (-1.36, 1.42, -0.23)
H (-0.50, 0.31, 2.50)
H (0.51, 1.40, 1.54)

The total charge is 0. The orbital gap comes out at 9.63 eV. The calculation puts the LUMO energy at 0.02828 Ha.

How positive or negative is each atom? The Löwdin charges in e answer that: atom 1 (C): -0.02, atom 2 (C): -0.39, atom 3 (O): 0.03, atom 4 (C): -0.07, atom 5 (C): -0.16, atom 6 (C): -0.27, atom 7 (O): 0.05, atom 8 (H): 0.09, atom 9 (H): 0.09, atom 10 (H): 0.08, atom 11 (H): 0.11, atom 12 (H): 0.11, atom 13 (H): 0.12, atom 14 (H): 0.11, atom 15 (H): 0.12

=====

B | Entry from the Open Molecules 2025 dataset: one molecule with the formula C5H8O2 (ωB97M-V with the def2-TZVPD basis set).

Atoms and positions in Å:
C (0.15, 0.78, -1.51)
C (0.08, -0.26, -0.41)
O (0.26, -1.59, -0.87)
C (0.94, -0.07, 0.87)
C (-0.34, -0.10, 1.74)
C (-1.17, -0.02, 0.47)
O (-2.31, 0.26, 0.22)
H (1.08, 0.72, -2.08)
H (-0.70, 0.63, -2.19)
H (0.04, 1.78, -1.08)
H (-0.14, -1.66, -1.75)
H (1.63, -0.89, 1.05)
H (1.48, 0.88, 0.88)
H (-0.51, -1.11, 2.14)
H (-0.49, 0.65, 2.53)

The total charge is 0. The orbital gap comes out at 10.03 eV. The calculation puts the LUMO energy at 0.03188 Ha.

How positive or negative is each atom? The Löwdin charges in e answer that: atom 1 (C): -0.01, atom 2 (C): -0.51, atom 3 (O): 0.02, atom 4 (C): -0.08, atom 5 (C): -0.06, atom 6 (C): -0.34, atom 7 (O): 0.12, atom 8 (H): 0.09, atom 9 (H): 0.09, atom 10 (H): 0.10, atom 11 (H): 0.10, atom 12 (H): 0.12, atom 13 (H): 0.12, atom 14 (H): 0.13, atom 15 (H): 0.12

=====

Which is most stable? The ranking, best first, is B, A.